No. 1
The following is a quantum chemistry calculation of C4H6OS2 in the gas phase at a distorted geometry, from OMol25.

Output
HOMO level: -8.78 eV
gap between HOMO and LUMO: 8.51 eV
energy above the lowest of the compared OMol25 structures with the same formula, charge and spin: 40.5 kcal/mol
structure (SMILES): CC(=O)C1(C)SS1

Structure (ORCA input):
```
! RIJCOSX wB97M-V def2-TZVPD def2/J DEFGRID3
* xyz 0 1
S 1.6670 0.6140 1.1838
C 0.1004 0.0748 0.6334
S 0.9758 -1.3409 1.3149
C 0.9096 -0.2974 -1.8735
H -2.1322 0.3279 1.0823
H 1.6321 -0.9503 -1.3190
H 0.3798 -0.6213 -2.9032
C -0.2040 -0.1010 -0.9055
C -1.2230 0.4488 1.6885
H -1.0341 1.4291 1.8024
H -1.1658 -0.2422 2.5706
O -1.3442 -0.0658 -1.2978
H 1.4386 0.7242 -1.9769
*
```

No. 2
The following is a quantum chemistry calculation of C4H6OS in the gas phase at a distorted geometry, from OMol25.

Output
HOMO level: -8.84 eV
gap between HOMO and LUMO: 9.36 eV
energy above the lowest of the compared OMol25 structures with the same formula, charge and spin: 57.1 kcal/mol
structure (SMILES): C[C@H]1COC1=S

Structure (ORCA input):
```
! RIJCOSX wB97M-V def2-TZVPD def2/J DEFGRID3
* xyz 0 1
C -0.1604 0.2376 0.4716
O 1.0427 0.4642 0.9970
H 0.2742 -1.9661 -0.3360
H 2.5217 -0.0960 -0.3508
C 0.0457 -0.7661 -1.9443
H -1.0189 -0.9621 -2.1167
H 0.5855 0.0468 -2.5577
C 1.7428 -0.5175 0.2547
H 0.5844 -1.7859 -2.3135
H 2.1565 -1.2231 0.8699
C 0.4938 -0.8639 -0.4331
S -1.6360 0.8583 0.5459
*
```

No. 3
The following is a quantum chemistry calculation of C4H3NOS2 in the gas phase at a distorted geometry, from OMol25.

Output
HOMO level: -9.12 eV
gap between HOMO and LUMO: 8.35 eV
energy above the lowest of the compared OMol25 structures with the same formula, charge and spin: 23.1 kcal/mol
structure (SMILES): O=C1NC(=S)[C@@H]2S[C@H]12

Structure (ORCA input):
```
! RIJCOSX wB97M-V def2-TZVPD def2/J DEFGRID3
* xyz 0 1
C -0.0836 -0.8235 -0.9149
C -0.3500 -0.0134 1.3691
C 0.5423 0.5828 -0.8599
S 1.9819 1.0062 0.0581
C 0.2939 1.1358 0.5221
H 0.5978 0.9943 -1.8768
H -1.0873 -1.9687 0.3126
H -0.2707 1.9646 0.8588
S -0.3700 -1.6278 -2.3637
O -0.7086 -0.1288 2.5395
N -0.5458 -1.1215 0.3551
*
```

No. 4
The following is a quantum chemistry calculation of a gas-phase ion, C5H11N2O (charge +1) at a distorted geometry, from OMol25.

Output
HOMO level: -14.69 eV
gap between HOMO and LUMO: 11.31 eV
energy above the lowest of the compared OMol25 structures with the same formula, charge and spin: 42.7 kcal/mol
structure (SMILES): CC(C)C(=O)C(N)=[NH2+]

Structure (ORCA input):
```
! RIJCOSX wB97M-V def2-TZVPD def2/J DEFGRID3
* xyz 1 1
O 0.3251 1.8507 0.6043
H 1.9615 0.7837 -1.9943
N 2.1505 -0.7041 0.8313
H -1.3222 -0.5994 1.9716
C -0.9737 -0.0083 -0.1938
H -2.0109 1.2602 -1.6728
H -3.1720 0.3157 -0.5292
H 1.7359 -1.0261 1.7054
C 1.6634 0.0734 -0.0884
C 0.1800 0.7667 0.1287
H -2.3032 -1.2757 0.6261
H -0.6764 -0.6990 -0.9852
H -2.2803 1.7746 0.0051
H 3.3272 -0.0110 -1.1899
N 2.3750 0.3003 -1.1599
H -0.7304 -1.8698 0.7510
C -1.3509 -0.9702 0.9934
C -2.1429 0.8943 -0.6145
H 3.2443 -0.8560 0.8110
*
```

No. 5
The following is a quantum chemistry calculation of a gas-phase ion, C2H4BrN2 (charge +1) at a distorted geometry, from OMol25.

Output
HOMO level: -15.42 eV
gap between HOMO and LUMO: 9.61 eV
energy above the lowest of the compared OMol25 structures with the same formula, charge and spin: 14.1 kcal/mol
structure (SMILES): C=NC(=[NH2+])Br

Structure (ORCA input):
```
! RIJCOSX wB97M-V def2-TZVPD def2/J DEFGRID3
* xyz 1 1
N 0.5176 -0.0301 0.4367
C 0.8977 -0.4834 1.5341
H 0.8423 -1.5861 1.6539
N -0.3779 0.4710 -1.6170
H -1.2259 0.4705 -2.3338
Br -2.3059 0.3553 0.4417
H 0.5132 0.5660 -1.9720
H 1.6401 0.0803 2.2118
C -0.5014 0.1565 -0.3555
*
```

No. 6
The following is a quantum chemistry calculation of a molecular structure, C44H38N3O8SW at a distorted geometry, from OMol25.

Output
HOMO level (alpha / beta): -9.00 / -10.47 eV
⟨S²⟩: 2.054
gap between HOMO and LUMO (alpha / beta): 4.87 / 5.98 eV
energy above the lowest of the compared OMol25 structures with the same formula, charge and spin: 64.3 kcal/mol

Structure (ORCA input):
```
! RIJCOSX wB97M-V def2-TZVPD def2/J DEFGRID3
* xyz 1 3
H 1.1846 -2.6989 -0.8138
H -7.6677 1.5333 3.4825
S -0.1056 2.0425 6.4680
C -0.1017 2.8556 5.0336
C 4.5623 -0.4623 -0.6703
C 6.7062 -0.3633 0.3990
C 3.7210 -0.9034 -1.7362
C -1.7907 -1.2252 -2.9171
C 0.6148 -3.4368 -1.3646
H -4.4812 -3.0058 2.6344
H -1.0923 3.2480 -3.4263
O -2.6303 0.5205 0.3402
C 0.0572 2.1396 3.7448
H -3.7796 -4.3373 1.6802
H -6.0957 1.6473 -0.4937
C -6.8200 1.5601 2.8114
H -4.7534 5.2073 -2.4082
C 6.1579 0.2697 1.5163
C -2.3163 -1.8318 -0.4154
C -3.7903 -3.2596 1.8335
H -5.3628 1.5305 4.3872
H 6.7998 0.5148 2.3494
C 0.4489 -5.6324 -2.3217
C -7.0172 1.5866 1.4386
H 2.1930 -4.8869 -1.3270
O -3.2622 -2.8562 -0.4959
C -1.9626 3.3394 -2.7889
H 4.1717 -1.4048 -2.5905
H -3.7622 -0.3276 -1.1082
C -5.5277 1.5600 3.3179
C -0.8496 -5.3544 -2.7212
H -0.3248 4.6865 5.8644
H -2.8490 0.0714 -6.3970
C -4.6305 1.6543 1.0762
H -0.4933 0.2705 -5.6683
H -3.4365 1.5689 2.8525
H -8.0199 1.5409 1.0347
C 1.1784 -4.6752 -1.6377
C -2.5511 -0.2917 -5.4228
H -0.2611 0.2033 4.5975
H -5.0067 3.7450 -0.4535
C -3.4791 -0.8972 -4.5924
C -3.1031 -1.3736 -3.3438
O 2.4634 -0.7593 -1.7207
N -0.2137 4.1912 4.9957
H -1.4224 -6.0990 -3.2571
C 5.9377 -0.7265 -0.6778
C -0.6754 -3.1452 -1.7912
C -3.2590 -0.6140 -0.1754
H -2.4210 -3.8967 -2.7816
H 4.3572 1.0557 2.3809
H 0.8908 -6.5954 -2.5382
O -4.2087 -1.1631 0.7017
C -4.4438 1.5841 2.4587
H 0.7190 2.5755 0.4571
C 4.8122 0.5606 1.5342
C -3.4641 1.6510 0.1888
C -5.5752 -3.0539 0.0819
H -2.7888 -2.9416 2.1215
C -2.9194 4.3124 -3.0581
C 4.0064 0.2025 0.4554
C -1.2899 -1.7515 -1.5718
H -0.0065 -0.9789 2.4206
H -3.8228 -1.8742 -2.7084
C 0.3453 2.7978 2.5478
C -0.0624 0.7480 3.6866
C -4.2115 -2.5817 0.5381
C 0.0874 0.0974 2.4858
O 2.6997 0.4267 0.4818
C 0.4933 2.0687 1.3888
H 6.4021 -1.2355 -1.5118
H -4.5030 -1.0155 -4.9208
N 8.1424 -0.6560 0.3735
H -5.8784 -2.5307 -0.8239
H -0.2944 4.7074 4.1372
C -1.2311 -0.1738 -5.0131
O 8.5751 -1.2482 -0.5941
C -0.8528 -0.6396 -3.7659
H 0.1791 -0.5659 -3.4464
O 8.7988 -0.2821 1.3231
C -5.9350 1.6511 0.5770
C -1.4117 -4.1154 -2.4627
H -1.3653 1.7424 -1.5211
N 0.3650 0.7354 1.3389
W 1.1808 -0.1636 -0.4266
H 0.4771 3.8687 2.4998
C -3.2410 2.5700 -0.8643
C -4.0138 4.4433 -2.2095
C -4.1662 3.6153 -1.1196
C -2.1173 2.4881 -1.7174
H -5.5280 -4.1219 -0.1239
H -1.6835 -1.9463 0.4822
H -2.7974 4.9740 -3.9043
O -0.2635 -0.8827 -1.0900
H -6.3097 -2.8587 0.8602
*
```

No. 7
The following is a quantum chemistry calculation of a molecular structure, C22H42Cl3N4O4SiSm at a distorted geometry, from OMol25.

Output
HOMO level (alpha / beta): -7.98 / -7.99 eV
⟨S²⟩: 8.759
gap between HOMO and LUMO (alpha / beta): 8.27 / 8.28 eV
energy above the lowest of the compared OMol25 structures with the same formula, charge and spin: 6.4 kcal/mol

Structure (ORCA input):
```
! RIJCOSX wB97M-V def2-TZVPD def2/J DEFGRID3
* xyz 0 6
C 0.6124 3.3400 -2.6306
H 3.5608 1.3315 1.4629
C 1.3039 4.7281 -0.7792
H -6.1813 -1.5141 1.8150
H 0.5992 -6.7671 5.8024
H 1.6740 4.7882 0.2462
C 0.4523 5.7489 -2.7920
H 1.0938 -5.6458 1.6118
N -4.1553 -1.6556 2.3801
H 1.0500 -3.1100 3.4601
H 0.1814 6.6374 -3.3629
H -0.0945 -6.4955 2.6304
H 1.3595 2.4853 0.5424
H 2.0892 -2.5939 -2.5764
H 1.4904 -7.2393 2.3035
O -2.3323 1.7486 -1.0211
H -4.2952 -3.0918 3.9193
C 1.5366 -0.3933 -4.1395
C 0.9546 -3.7623 4.3404
H 2.6673 0.0527 0.6451
C -0.4713 -0.7210 -2.8320
C 3.4286 0.8322 0.4916
H 5.1688 1.2540 -2.9460
O 0.7551 1.1727 -0.8565
H 2.0703 -1.1727 -4.6968
H -1.5027 3.6599 0.4408
H -5.4184 -3.0982 1.5056
C 1.6336 -1.7352 -2.0661
N -1.9691 3.9286 -0.4290
C 1.6366 -6.5532 5.5113
N 0.8270 -0.9919 -3.0256
H 0.4432 2.3339 -3.0252
H -2.1541 4.9027 -0.6321
H -5.0746 -1.5146 4.2716
H -3.7145 4.4116 -2.0407
C -4.2144 -2.0039 3.7954
O -3.0708 -0.6779 0.6486
N -3.5006 3.4215 -2.0663
H 4.3780 0.3507 0.2482
C 3.0059 1.7842 -0.5802
H -0.2157 4.3627 -4.3323
H 1.4712 -3.2853 5.1838
H 5.5011 0.9517 -1.2334
H 2.2626 0.3501 -3.7724
H 2.4452 -1.0883 -1.7016
H -0.9505 -0.1799 -3.6629
Cl -0.7701 2.0548 2.1034
C 5.1276 1.6908 -1.9428
H -5.3710 2.6427 -2.6312
H 3.2941 2.7777 -2.4083
C 1.5434 2.2281 -0.5175
H 1.1066 6.8569 -1.0527
H -4.1982 2.8014 -3.9341
C 0.2410 4.4830 -3.3455
H 5.8307 2.5301 -1.9502
C 0.9744 -6.2888 2.4932
Cl 3.6840 -5.0769 3.5445
H 2.1368 -6.0767 6.3648
H -3.9749 1.5264 -2.6979
H 1.0359 -2.0786 -1.2151
C 3.7415 2.1307 -1.6571
C 0.9708 5.8717 -1.4992
C -5.2621 -2.0144 1.4905
C -4.3086 2.5501 -2.8764
Si 1.6951 -5.4398 3.9983
H -0.1136 -3.8403 4.5797
Cl 0.4712 -1.7137 1.4863
H -3.2870 -1.6514 4.2686
O -1.0932 -1.0247 -1.7917
C -2.5899 2.9699 -1.1623
C 1.1634 3.4653 -1.3545
H 0.8077 0.0965 -4.7943
H 2.1382 -7.5099 5.3152
C -3.1328 -0.9989 1.8749
Sm -0.9146 0.1711 0.2183
H -2.2954 -0.7367 2.5527
H -4.9884 -1.6827 0.4849
*
```

Q: What is the formula in the second record?
A: C4H6OS